(1)
ORCA calculation (wB97M-V/def2-TZVPD) on 2 unconnected molecules or ions with the total composition C4H5F3S at a distorted geometry.

```
13
Properties=species:S:1:pos:R:3:forces:R:3
F -1.474 0.445 -1.524 1.4 -0.5 0.9
H -0.520 -2.319 1.231 0.0 0.8 -0.3
H -1.902 -0.389 1.860 1.0 0.2 -2.7
C -1.385 -0.450 0.786 -3.1 2.8 2.3
C 2.472 0.991 -0.153 -0.6 0.1 0.2
H -0.123 -1.539 -0.369 0.8 -0.3 -1.6
H 4.648 0.333 -0.428 -0.4 -0.2 -0.4
H 1.459 0.709 -0.506 0.1 0.2 0.0
C -1.749 0.731 -0.203 0.0 0.0 -1.4
C -0.639 -1.475 0.531 0.4 -1.5 0.8
S 3.440 -0.029 -0.972 0.8 -0.1 0.2
F -1.199 1.920 0.084 1.2 -0.6 0.5
F -3.028 1.070 -0.337 -1.5 -0.9 1.4
```
Positions in Å, forces in eV/Å.

Summary:
* HOMO energy: -9.02 eV
* charge: 0
* multiplicity: 1
* frontier orbital gap: 8.9 eV
* energy relative to the best compared isomer or geometry (same formula, charge and spin): 72.2 kcal per mole
* LUMO energy: -0.0042 hartree

Mulliken population analysis, charges in e, atoms 1 to 8: -0.261 0.234 0.210 -0.264 -0.136 0.295 0.154 0.036

=====

(2)
ORCA calculation (wB97M-V/def2-TZVPD) on a molecular structure, C18H25AlBCl2F9N2O13PS2 at a distorted geometry.

```
74
Properties=species:S:1:pos:R:3:forces:R:3
O -2.188 3.218 -2.490 -0.2 -0.7 0.7
H -6.350 1.932 -3.821 0.1 0.0 0.1
C -5.734 3.384 -2.309 -0.2 0.1 -0.1
H -3.968 0.768 -3.584 0.1 0.1 0.1
C 3.714 -0.360 -0.443 -2.1 -2.2 0.3
H 2.396 0.003 4.273 -0.8 1.6 -0.7
Cl -3.779 -5.087 0.159 0.7 -2.0 -0.6
F 1.585 4.734 -2.812 1.6 1.2 2.6
H 2.479 3.086 -0.033 1.8 0.2 0.7
H 4.938 3.551 -1.453 -0.8 0.9 1.3
H 0.077 -1.807 2.996 -0.6 1.1 -1.1
H -5.646 4.158 -3.078 0.0 -0.1 0.1
B 4.260 1.883 0.796 1.5 1.8 0.5
H 3.553 4.763 -1.282 1.5 -1.2 0.9
F 3.041 3.125 -3.166 3.4 0.6 1.3
O 5.608 1.794 1.333 -2.9 -1.3 -2.1
H -4.170 4.503 -1.276 0.2 -0.2 0.1
N 4.915 -0.230 -1.325 -2.0 0.5 2.3
O -1.245 -6.052 5.419 0.4 -0.5 -0.4
O -2.842 -5.144 -0.938 -0.4 0.4 0.4
H 0.109 -2.501 -1.812 -0.7 -0.5 0.8
H 3.353 3.843 1.404 0.5 -0.4 -1.6
F 2.828 4.749 -4.639 1.7 2.5 1.1
H 4.898 0.663 -1.844 0.1 -0.5 0.4
O -1.403 4.307 2.122 -0.7 -1.4 -0.5
P 1.808 3.688 -4.008 -0.9 0.3 -1.0
C -1.426 -1.053 1.384 -3.7 -1.9 -1.1
F 0.268 -8.632 3.010 -0.2 0.5 0.8
C 2.842 -1.645 -0.674 -1.9 3.8 3.9
O -5.021 -5.711 -0.232 0.2 0.6 0.3
H -3.975 2.428 -4.251 0.2 0.0 0.2
O 0.800 -4.214 0.564 -0.2 5.3 -1.9
F 1.635 3.525 -5.592 -1.2 -2.1 -2.0
O -0.461 -8.293 5.979 0.0 0.6 -0.7
H 5.744 -0.324 -0.718 -0.3 0.2 -0.8
H 5.974 0.889 1.148 -0.4 1.2 0.7
H -6.682 3.543 -1.790 0.1 0.0 0.0
H 3.077 -2.470 -1.483 0.0 1.0 0.8
H -0.285 0.003 2.986 0.7 -1.2 -0.8
H -4.819 3.121 -0.347 0.1 0.0 -0.1
C -0.575 -7.648 3.411 -0.5 -0.4 -2.0
O -3.229 -5.770 1.305 -0.3 0.5 -0.3
H -3.527 -2.045 0.514 1.9 0.7 0.2
C 1.977 1.035 4.006 -0.5 1.5 -2.2
H 1.595 1.668 4.898 0.9 -1.0 -1.7
C 4.351 4.162 -0.687 -1.0 1.3 0.3
O -4.027 -3.697 0.511 -0.5 0.7 0.2
C -2.530 -1.538 0.840 4.7 1.9 2.9
C 1.564 -1.804 0.250 2.0 2.0 -0.2
N 3.385 0.629 0.599 -1.9 -3.4 -0.3
C 2.224 0.475 1.492 -1.6 -2.0 -0.6
S -3.278 2.413 -1.998 0.3 1.2 -1.2
F 1.540 2.111 -3.897 -2.3 -2.2 -0.3
C -5.673 2.004 -2.967 -0.2 -0.1 0.1
F 0.221 3.882 -3.939 -2.2 -0.5 -1.6
C -4.552 3.483 -1.342 -0.5 0.3 0.3
C 0.674 -3.125 -0.037 -0.7 -3.6 0.5
F -0.428 -6.643 2.517 0.1 -0.3 1.1
H 1.561 2.589 2.376 0.4 -1.7 0.5
O 1.116 -6.615 5.172 -0.7 -0.2 -0.3
C -0.089 -0.904 2.311 0.0 -0.8 -1.3
C 3.536 3.298 0.403 -0.4 -0.8 0.1
H -5.960 1.236 -2.241 0.0 0.0 -0.1
S -0.261 -7.101 5.161 0.1 0.0 0.9
Cl 3.721 -3.958 -2.353 0.0 -0.2 -0.1
O -0.306 -3.038 -1.082 3.0 1.0 1.2
C 1.215 -0.740 1.370 3.3 0.6 -2.4
Al -1.339 1.213 1.418 -0.7 1.0 -0.9
O -3.072 1.316 -1.070 0.5 -0.4 0.8
H 4.971 4.947 -0.123 -0.5 -1.4 -1.0
C 1.884 1.532 2.667 1.0 -2.3 1.8
F -1.826 -8.132 3.228 0.7 0.4 0.7
C -4.222 1.809 -3.386 -0.4 -0.4 -0.2
H -0.666 4.764 2.521 0.7 0.1 0.3
```
Positions in Å, forces in eV/Å.

Summary:
* HOMO energy: -7.02 eV
* charge: -1
* multiplicity: 1
* frontier orbital gap: 1.5 eV
* LUMO energy: -0.2023 hartree

Mulliken population analysis, charges in e, atoms 1 to 8: -0.596 0.350 -0.622 0.410 -0.129 0.292 1.748 -0.349

=====

(3)
ORCA calculation (wB97M-V/def2-TZVPD) on a molecular structure, C24H30NO5ReSe at a distorted geometry.

```
62
Properties=species:S:1:pos:R:3:forces:R:3
O -3.514 1.853 -1.558 0.2 1.6 0.0
H 0.452 2.959 1.221 -0.2 -0.4 -0.4
C -1.681 3.194 -0.685 -1.1 1.5 0.4
C -0.557 3.225 -1.726 -0.4 -0.1 -0.9
H 1.716 -5.548 3.310 0.2 1.1 0.0
H 3.961 -2.086 1.784 0.2 0.5 -0.3
H -4.204 4.903 0.724 0.2 0.0 0.2
C -0.757 -4.012 0.505 -0.4 0.5 -0.7
C 1.986 -4.513 3.038 1.1 1.0 1.6
C -4.788 3.999 -2.523 -0.9 0.0 -0.3
H 3.461 2.931 -1.485 -0.2 -0.1 -0.2
H 4.087 -4.742 2.126 -0.3 1.0 0.5
C -1.294 2.086 0.277 -0.4 -0.7 0.0
H 1.583 -1.225 2.751 -0.1 0.1 -0.2
C 2.797 -6.600 1.549 -0.2 3.0 -1.3
C 3.288 -4.060 2.441 0.0 0.2 2.1
C 0.209 2.236 0.413 0.7 1.0 -0.2
C 1.165 -3.377 3.179 1.1 0.5 1.6
C 0.676 2.852 -0.967 1.9 -0.6 1.5
H -5.519 3.818 -1.710 0.4 0.0 -0.4
C 3.184 -2.680 2.201 -0.6 -0.5 1.5
C 0.965 0.740 -2.441 0.2 -0.5 0.1
C 2.862 2.361 -2.211 0.2 -0.2 0.1
H -1.543 1.135 -0.220 0.1 0.1 0.3
H -1.531 -3.376 0.907 0.0 0.0 0.0
H -4.885 3.195 -3.267 0.1 0.3 0.3
C 1.913 -2.249 2.708 -0.1 0.2 -0.8
H -4.985 4.973 -2.985 0.1 -0.3 0.1
H 1.430 -5.092 -1.841 0.1 0.0 -0.1
H 0.198 -3.377 3.639 -0.3 0.2 0.1
O 2.164 1.036 -0.343 -1.5 1.1 0.0
H 0.719 1.184 -3.414 0.0 0.0 0.2
O -2.216 4.562 1.352 0.1 0.3 -0.2
O -1.217 5.581 -0.429 -1.0 -1.2 1.4
H 3.492 1.567 -2.638 -0.1 0.3 0.1
H 1.243 -6.714 0.286 -1.8 0.7 -0.9
C 1.037 0.972 0.574 0.5 -1.2 0.1
H 1.463 0.848 1.585 -0.2 0.0 -0.5
H -0.796 2.461 -2.486 0.1 0.3 0.2
Re 1.466 -3.792 0.962 -0.2 3.9 -2.1
O -3.474 4.078 -1.994 -0.2 0.2 0.2
C 1.656 1.741 -1.507 0.1 0.3 -0.4
N 2.383 -5.567 1.183 5.1 -5.7 -0.3
H -3.985 3.777 2.118 0.2 0.5 -0.3
H -0.477 4.203 -2.216 -0.1 -0.3 0.1
C -3.624 4.706 1.633 0.2 -0.4 0.0
Se 3.414 -8.136 1.925 1.0 -2.8 0.9
H 1.667 -0.098 -2.613 -0.4 0.4 0.1
C -3.013 2.961 -1.447 0.7 -1.8 1.0
H 1.300 3.750 -0.747 -0.4 -0.5 -0.2
C -0.219 -5.151 1.126 -0.8 -1.9 -1.5
C -1.717 4.597 0.083 0.7 0.1 -1.8
H 0.047 0.323 -1.996 0.3 0.1 -0.2
C -0.127 -3.862 -0.808 -0.1 1.0 1.1
H -3.713 5.539 2.333 -0.1 -0.1 -0.2
H -1.814 2.123 1.244 0.0 0.0 -0.4
C 0.721 -5.747 0.191 -2.8 -1.2 -2.7
C 0.799 -4.900 -0.995 -0.9 -1.8 1.3
H -0.340 -3.075 -1.511 0.0 0.1 0.0
H 0.426 0.065 0.344 0.4 0.5 0.2
H -0.483 -5.586 2.071 -0.1 0.0 0.2
H 2.543 3.031 -3.019 0.0 -0.1 0.1
```
Positions in Å, forces in eV/Å.

Summary:
* HOMO energy (spin up / spin down): -0.45 / -2.68 eV
* charge: -1
* multiplicity: 4
* frontier orbital gap (spin up / spin down): 2.3 / 4.5 eV
* LUMO energy (spin up / spin down): 0.0676 / 0.0676 hartree

Mulliken population analysis, charges in e, atoms 1 to 8: -0.637 0.459 2.699 -1.864 0.542 0.501 0.261 -0.558

=====

(4)
ORCA calculation (wB97M-V/def2-TZVPD) on 2 unconnected molecules or ions with the total composition CClNO2S at a distorted geometry.

```
6
Properties=species:S:1:pos:R:3:forces:R:3
C -0.815 -1.219 0.037 -0.9 -6.9 0.0
Cl -2.198 -0.163 0.120 1.9 -1.1 -0.1
N -0.403 -2.384 0.003 -1.7 7.4 0.2
O 1.367 1.419 -1.278 0.1 0.1 0.0
S 0.778 0.952 -0.066 0.2 0.2 -0.8
O 1.272 1.394 1.185 0.4 0.3 0.8
```
Positions in Å, forces in eV/Å.

Summary:
* HOMO energy: -11.68 eV
* charge: 0
* multiplicity: 1
* frontier orbital gap: 10.1 eV
* energy relative to the best compared isomer or geometry (same formula, charge and spin): 26.0 kcal per mole
* LUMO energy: -0.0573 hartree

Mulliken charges, unit e, in atom order: 0.391 -0.015 -0.357 -0.402 0.762 -0.379

=====

(5)
ORCA calculation (wB97M-V/def2-TZVPD) on a molecular structure, C26H39N6O3OsS2Se at a distorted geometry.

```
78
Properties=species:S:1:pos:R:3:forces:R:3
H -2.374 1.633 -0.913 -0.1 -0.2 -0.1
S 1.275 -0.925 3.187 0.1 -0.1 0.2
H -2.940 3.315 0.801 0.2 0.2 0.1
N 2.284 0.263 -2.805 0.0 0.1 0.3
O 1.501 1.921 2.431 -0.7 -0.4 -0.3
H 1.759 -0.591 -2.749 -0.3 0.0 -0.2
H 3.437 0.226 -4.569 0.0 0.0 0.0
H -2.914 2.891 -4.299 -0.1 0.0 0.0
C -0.982 0.173 4.415 0.1 0.0 -0.2
H -0.448 -1.897 4.502 0.1 -0.1 0.0
C -1.277 -4.777 2.046 0.0 0.1 0.0
N -3.266 -1.137 -5.241 -0.1 -0.2 -0.1
H 4.289 -0.351 -3.133 0.0 0.0 0.1
H -0.692 3.423 0.372 0.1 0.1 0.1
H -4.711 -1.029 -6.842 0.0 0.0 0.0
C -4.029 -0.499 -6.200 -0.1 -0.1 0.0
C -0.212 -3.889 2.013 0.0 0.0 -0.1
C -1.615 -5.417 3.231 0.0 0.0 0.0
C -1.658 2.462 4.739 0.0 0.1 -0.1
H 0.375 1.786 4.839 0.0 0.0 0.1
H -1.362 2.057 -4.067 -0.1 -0.1 -0.1
H -1.405 3.491 4.967 0.0 0.0 0.1
C 2.500 1.731 1.724 0.4 -0.1 -0.4
C -2.523 -0.229 -4.601 0.5 -0.3 0.6
C -2.636 1.325 0.102 -0.2 0.2 -0.2
H -3.671 -3.099 -5.826 0.0 0.1 0.0
H 2.681 4.413 -2.728 0.0 0.0 0.0
H -2.265 -2.923 -4.767 0.0 0.1 0.0
C -2.991 2.099 4.571 0.0 0.0 0.0
H -0.582 3.008 1.964 0.2 -0.1 0.0
H -1.784 2.730 -5.654 0.0 0.0 0.0
H -2.434 -6.124 3.251 0.0 0.0 0.0
C 1.697 -2.706 3.133 -0.2 0.0 0.0
Se -1.343 -0.629 -3.175 0.0 0.4 0.1
O 2.355 1.193 0.565 0.0 0.1 0.4
N -2.788 0.968 -5.134 0.0 0.3 -0.1
C 1.921 1.405 -2.246 0.5 -0.3 -0.4
C 0.533 -3.647 3.164 -0.1 0.1 0.0
H -2.567 -1.209 3.974 0.0 0.0 0.0
C -2.175 2.241 -4.765 -0.1 -0.1 0.0
N -1.740 0.232 0.494 0.4 -0.5 0.2
H -2.644 2.138 2.077 0.1 0.0 0.1
O 0.414 -0.732 1.886 -0.5 0.1 -0.9
C 2.799 3.707 -1.907 0.0 0.0 -0.1
H 0.759 -4.103 5.252 0.0 0.0 0.0
H -1.840 -4.985 1.145 0.0 0.0 0.0
N 2.824 2.342 -2.410 -0.1 0.2 0.1
C 0.043 -0.927 4.516 -0.1 0.3 -0.1
H 2.348 -2.831 4.002 0.1 0.0 0.0
H 1.976 3.825 -1.210 0.0 0.0 0.1
H -3.777 2.831 4.708 0.0 0.0 -0.1
H -3.683 1.024 0.111 0.0 0.0 0.0
C -2.308 -0.172 4.164 -0.1 0.0 0.1
C -0.889 -5.165 4.386 0.0 0.0 0.1
C -0.656 1.504 4.662 0.0 0.0 0.1
C 0.177 -4.277 4.354 0.1 -0.1 0.0
H 0.061 -3.396 1.087 0.0 -0.1 0.0
C -3.314 0.785 4.260 0.0 0.0 -0.1
H 3.508 2.003 2.047 0.0 0.0 0.0
C -3.732 0.812 -6.135 0.0 0.2 -0.1
H -3.901 -2.786 -4.094 0.0 0.0 0.0
H 0.642 -0.822 5.425 0.0 -0.1 0.0
C -2.361 2.431 1.068 -0.3 0.1 0.1
H -1.967 -0.092 1.439 -0.1 -0.1 0.0
N -0.894 2.690 1.047 0.6 -1.0 -0.6
H 3.737 3.916 -1.394 0.0 0.0 0.0
S 0.310 1.707 -1.577 -0.5 -1.3 1.5
H 4.885 1.898 -2.570 0.0 0.0 0.1
H -4.349 0.499 4.122 0.0 0.0 0.0
H 2.290 -2.800 2.223 0.1 0.0 0.0
Os 0.298 0.858 0.568 -0.1 2.7 0.0
H -1.881 -0.562 -0.126 0.1 -0.1 -0.2
C 3.577 0.383 -3.502 0.0 0.0 0.0
H -1.144 -5.666 5.310 0.0 0.0 0.0
H 4.121 2.439 -4.067 0.0 0.0 0.0
C -3.278 -2.575 -4.961 0.0 0.0 0.0
C 3.981 1.832 -3.174 0.1 0.0 -0.1
H -4.102 1.645 -6.708 0.0 0.0 0.0
```
Positions in Å, forces in eV/Å.

Summary:
* HOMO energy (spin up / spin down): -15.17 / -15.17 eV
* charge: +3
* multiplicity: 1
* frontier orbital gap (spin up / spin down): 4.3 / 4.3 eV
* energy relative to the best compared isomer or geometry (same formula, charge and spin): 31.4 kcal per mole
* LUMO energy (spin up / spin down): -0.3983 / -0.3984 hartree

Mulliken population analysis, charges in e, atoms 1 to 8: 0.114 0.426 0.524 0.016 -0.505 0.181 0.325 0.326

=====

(6)
ORCA calculation (wB97M-V/def2-TZVPD) on 8 unconnected molecules or ions with the total composition C30H62O8 at a distorted geometry.

```
100
Properties=species:S:1:pos:R:3:forces:R:3
C -2.667 14.469 -0.223 0.1 0.1 1.8
H -3.583 15.621 2.835 0.1 -0.4 0.0
H -1.131 20.953 2.520 0.2 0.2 0.7
C -1.648 19.995 2.563 -0.4 0.5 0.3
H -4.785 24.722 4.001 0.4 0.3 0.2
H -4.722 24.325 6.942 -0.3 -0.3 0.2
O -6.210 21.534 0.554 0.7 1.3 0.7
C -5.361 24.375 6.060 -0.5 2.3 1.0
H -7.102 17.988 -3.258 0.1 -0.1 -0.1
H -0.202 17.678 4.129 0.7 0.0 -0.1
C -4.589 24.053 4.839 0.8 -1.3 -1.4
C -6.322 19.303 0.742 0.2 -2.4 0.8
H -11.062 18.120 -1.982 0.2 -0.1 -0.1
H -4.454 21.154 -0.733 -0.1 0.5 0.8
H -10.185 18.559 0.410 -0.1 -0.1 0.3
H -8.390 24.553 2.980 -0.1 -0.6 0.3
C -5.111 22.694 4.464 -1.2 -0.2 1.6
C -3.807 16.319 0.756 1.0 -1.8 1.0
C -6.940 20.530 1.269 0.2 0.4 -1.1
H -3.270 20.481 4.108 0.9 0.7 0.3
H -5.805 17.872 3.488 0.1 0.0 0.1
O -5.772 17.865 6.783 0.6 -1.2 2.5
H -8.173 17.998 -7.285 0.0 -0.8 0.3
C -11.821 16.272 -1.243 1.3 -0.9 -0.6
H -5.608 25.430 5.938 -0.2 0.2 0.5
H -6.065 21.608 -1.429 0.6 0.1 -0.4
H -9.449 17.629 -4.728 0.0 -0.1 -0.1
H -5.093 18.990 -1.045 -0.5 -0.5 -0.2
O -6.936 19.046 -6.193 2.6 1.2 0.7
H -2.355 17.912 4.794 0.6 -0.2 0.1
C -6.209 17.728 4.491 -0.2 0.2 1.4
H -3.534 23.902 5.068 0.2 0.7 -0.3
H -3.343 17.300 0.650 -0.4 0.2 -0.4
H -6.623 22.942 7.005 -0.5 -0.3 0.0
H -4.596 21.963 5.087 0.2 -0.4 -0.1
H -6.954 16.933 4.515 -0.4 0.1 -0.5
H 0.344 19.326 4.449 -0.1 0.5 -0.1
H -8.377 19.158 -3.482 0.2 0.4 0.2
H -6.501 23.531 0.317 0.5 -0.5 -0.2
H -2.935 13.553 -0.749 -0.3 0.3 -0.3
C -5.972 19.541 -0.708 0.9 1.8 0.2
C -7.632 24.072 2.361 0.2 1.1 -1.2
C -6.712 19.458 -4.828 0.2 0.3 -0.8
C -7.042 18.497 6.590 1.2 -0.7 -0.5
H -2.087 16.088 2.019 0.0 0.3 0.3
C -7.659 24.813 1.007 -0.1 0.2 1.1
H -11.735 16.929 1.818 -0.8 -1.0 0.5
H -6.909 20.642 2.353 0.4 0.3 -0.1
H -6.843 19.479 -1.359 0.2 -0.4 -0.1
H -5.928 19.718 5.175 0.1 0.1 0.7
H -4.872 16.326 0.986 -0.1 0.5 -0.2
H -5.648 19.390 -4.599 0.0 -0.4 -0.2
H -6.951 20.511 -4.681 -0.3 0.2 -0.3
H -8.900 19.305 -6.524 -0.6 0.3 0.7
H -6.995 18.459 0.898 -0.1 -0.3 -0.2
C -6.658 23.528 6.086 2.4 0.5 0.0
H -7.992 20.518 0.986 -0.4 0.5 -0.2
C -8.178 18.513 -6.325 -1.1 -0.7 -0.4
H -5.055 22.388 3.419 -0.4 0.2 0.0
C -2.598 19.713 3.726 -1.6 -0.1 -0.4
H -1.739 13.735 1.558 -0.4 0.0 0.7
C -10.995 17.884 0.134 0.6 1.2 0.8
H -3.387 19.071 3.335 0.0 -0.4 -0.5
C -3.041 15.576 1.891 1.3 0.8 -0.4
O -11.690 15.715 0.080 -0.9 -1.0 0.6
H -6.647 24.232 2.800 -0.2 -0.3 0.1
H -1.726 19.303 5.692 -0.1 -0.1 0.1
H -7.550 24.154 6.045 -0.1 -0.3 -0.2
H -12.845 16.610 -1.404 -0.4 0.1 0.4
H -7.562 19.542 4.774 -0.3 -0.3 -0.4
O -3.628 15.492 -0.380 -0.5 0.4 -1.6
H -8.616 24.564 0.548 0.0 -0.1 -0.6
C -6.737 18.989 5.222 -1.5 0.6 -2.4
H -3.596 13.626 1.471 0.5 -0.9 0.2
H -11.932 18.440 0.174 -0.1 0.1 0.4
H -1.656 14.745 -0.524 0.0 0.4 -0.3
C -5.537 21.061 -0.648 -2.5 -1.4 0.1
H -10.237 16.176 1.440 0.4 -0.4 -0.1
H -7.340 19.265 7.305 1.0 0.1 0.3
O -0.735 18.927 2.699 0.4 0.4 -2.7
H -7.916 16.743 -5.005 -0.3 -0.1 -0.6
H -5.459 19.038 1.353 0.4 0.1 -0.2
H -4.289 17.882 5.478 0.4 -0.6 -0.2
C -10.816 17.361 -1.239 0.4 1.4 -0.8
C -5.205 17.303 5.596 -0.7 1.7 -1.0
O -6.493 22.739 4.940 -0.7 -1.4 -1.6
H -9.762 17.097 -1.316 -0.2 -0.7 -0.7
O -6.524 24.487 0.225 -0.7 0.2 0.0
H -7.811 23.024 2.122 -0.1 -0.1 0.7
H -7.694 25.889 1.180 0.3 0.1 -0.2
H -5.058 16.223 5.564 0.1 0.0 0.7
C -7.619 18.581 -4.012 -1.0 -0.3 1.0
C -0.466 18.731 4.027 -0.2 -2.0 1.2
H -2.196 20.012 1.621 0.2 -0.8 -0.2
C -11.115 16.625 0.974 -0.1 1.9 -1.1
C -2.688 14.206 1.303 -1.2 0.2 -0.9
C -8.399 17.720 -5.009 0.3 0.1 -0.5
H -7.797 17.724 6.733 -0.5 0.0 -0.8
H -11.628 15.493 -1.981 -0.2 -0.5 0.3
C -1.808 18.851 4.704 -0.6 1.1 1.0
```
Positions in Å, forces in eV/Å.

Summary:
* HOMO energy (spin up / spin down): -11.15 / -11.15 eV
* charge: +1
* multiplicity: 2
* frontier orbital gap (spin up / spin down): 8.0 / 1.7 eV
* LUMO energy (spin up / spin down): -0.1140 / -0.3477 hartree

Mulliken population analysis, charges in e, atoms 1 to 8: -0.532 0.246 0.306 -0.480 0.330 0.370 -0.351 -0.770